Entry 1:
ORCA calculation (ωB97M-V with the def2-TZVPD basis set) on a 10-piece molecular cluster, C32H46Cl8F18O12 overall.

## Properties
relative energy (zero: lowest compared OMol25 entry of this formula, charge and spin): 46.8 kcal/mol
total energy: -7628.9615 Ha
charge: 0
multiplicity: 1
frontier orbital gap: 0.3881 hartree

CARTESIAN COORDINATES (ANGSTROEM)
H -4.781 -0.962 0.176
O -0.075 2.951 1.711
H 2.926 2.392 1.869
O 2.603 0.482 -2.667
H 4.936 2.933 -4.905
Cl -1.597 0.050 -0.862
H 2.606 0.947 -5.229
H 0.046 0.219 1.523
H -2.235 -3.691 -6.895
C -2.275 -3.464 0.197
Cl 2.122 -0.736 1.023
H -0.453 -5.263 -5.872
F -1.125 -2.216 -2.713
C 0.144 -0.108 -0.607
F 0.067 -3.782 0.663
C 3.973 -1.485 -2.467
C -4.639 2.032 4.965
C 2.984 3.259 -0.156
H 1.017 0.581 4.969
H -3.942 -2.179 -1.527
C -1.160 -4.394 0.744
H -0.362 4.667 -3.553
H -3.493 -4.368 -5.860
H 0.570 -0.832 -1.301
F 4.078 3.120 7.330
O 3.928 0.870 5.043
F 4.950 -1.998 -3.080
H -4.002 5.104 -0.025
C 1.732 -0.232 4.841
H 2.927 2.318 -0.703
F 4.179 -1.303 -1.216
H -1.733 -6.185 -6.645
C -2.418 -4.216 -5.957
C 3.444 -0.212 -3.160
H -2.426 3.046 0.745
F 5.964 3.309 6.217
H 1.248 -1.017 4.260
Cl 0.797 3.584 -5.958
H -5.671 -0.954 1.576
H 1.875 -0.649 5.838
C -3.852 0.322 1.683
F 0.715 -1.564 -3.792
H 3.972 0.994 -6.197
H -1.774 4.669 0.333
O -0.676 -2.060 -6.163
Cl -0.303 3.097 -1.881
C 0.294 3.808 -3.408
H -0.172 -1.419 1.096
C -0.773 3.571 2.542
C 3.563 3.024 1.250
H 2.634 1.065 3.377
O -2.942 -3.986 -0.884
C -1.518 -5.492 -5.832
H 1.973 3.664 -0.195
H 3.433 -0.497 3.654
H 3.738 3.982 1.739
C -1.127 -2.405 -5.102
Cl 2.408 -4.046 3.513
C -2.416 4.104 1.010
H 3.759 2.578 -3.591
Cl 4.093 4.416 -1.045
C 3.685 1.073 -5.148
O 3.231 2.981 4.778
F -3.939 2.037 6.083
Cl 4.053 -6.687 2.337
F -5.904 1.878 5.324
C 3.128 -4.178 1.918
H 3.289 3.204 -5.146
C 0.395 -0.532 0.814
H 4.159 -3.853 2.061
O -2.516 -2.381 0.770
H -3.217 -0.460 2.098
F 5.352 1.377 7.047
H -5.767 -4.645 -0.697
O -4.140 -0.306 4.545
C 4.028 2.159 5.216
F -1.105 -5.518 0.058
O -2.087 -3.348 -4.855
C -4.085 -3.252 -1.400
H 2.697 -3.478 1.202
O -4.291 1.186 2.676
C -4.285 0.851 4.030
H -4.115 5.508 1.668
C 4.907 2.535 6.501
C -5.359 -3.649 -0.521
C 2.951 0.353 4.139
C -0.208 3.872 3.926
H -0.854 2.705 -4.697
F -1.393 -4.655 2.066
H 3.431 -5.724 0.303
O 4.165 0.109 -4.292
F 2.947 -2.338 -2.459
H -3.293 0.858 0.917
H 1.274 4.269 -3.288
F 0.812 4.744 3.815
F 0.138 2.726 4.498
F -1.117 -0.319 -3.929
H -4.533 3.899 1.116
H 0.764 1.837 -4.449
O -1.911 4.192 2.323
H -5.098 -3.586 0.535
Cl 5.151 2.238 1.120
C 0.215 2.777 -4.500
C -0.664 -1.596 -3.808
F -1.156 4.361 4.782
H -1.724 -6.044 -4.914
C 3.965 2.503 -4.658
C -5.026 -0.291 0.999
H -4.341 -3.505 -2.429
H -5.567 0.522 0.515
C 3.103 -5.652 1.340
F -4.454 3.221 4.332
H 2.084 -6.026 1.438
C -3.825 4.716 0.978
H -6.226 -3.002 -0.653
H 0.519 0.884 -0.861

***

Entry 2:
ORCA calculation (ωB97M-V with the def2-TZVPD basis set) on C32H46F4N5O3PRb as an isolated structure.

## Properties
total energy: -2511.4381 Ha
charge: -1
multiplicity: 1
frontier orbital gap: 0.2043 hartree

CARTESIAN COORDINATES (ANGSTROEM)
H -0.839 3.757 -1.115
C -1.088 1.521 3.645
H -4.491 -2.657 -2.028
H 2.625 2.897 0.919
C 2.478 -3.467 -3.280
F 2.437 -1.512 4.218
C -2.698 -3.848 -0.480
H -2.142 0.500 -2.080
H -3.670 -1.483 2.451
H 2.991 0.528 0.288
H -2.041 -4.033 0.370
C 3.058 2.966 -3.901
H 4.018 3.227 -4.332
H 0.142 4.346 -2.942
C 1.118 -1.803 4.279
H -1.964 3.519 -2.474
C 0.890 3.579 -3.102
H 0.183 5.270 0.835
C 0.613 2.265 -2.739
O 0.306 3.920 2.408
C -2.441 1.910 4.188
H -3.226 1.303 3.732
O 1.374 1.715 2.105
H -2.084 5.174 2.897
C 2.481 -2.240 -5.322
N 1.340 -0.042 -2.548
C 0.677 -3.339 -0.873
C 0.380 -1.719 3.131
C 0.561 -2.168 5.495
H -1.994 1.385 -3.616
H -0.904 0.458 3.785
H -0.796 0.136 -3.172
H -0.287 2.078 4.128
H -2.194 2.636 -0.952
C 3.462 0.932 1.186
H 1.139 -2.237 6.404
H 0.239 5.937 2.465
H -0.211 -3.001 -1.411
C 1.828 -1.109 -3.241
C -0.189 5.143 1.857
F 1.031 -1.344 1.991
C -1.428 0.932 -2.788
C -1.706 5.220 1.874
H 0.886 -4.377 -1.174
C -1.437 3.018 -1.644
H -2.462 1.747 5.268
H -2.888 -2.582 -2.805
C 1.578 1.237 -2.975
C 2.693 2.128 1.698
H -3.401 -0.656 0.187
H 2.290 4.982 -3.941
H 2.631 -2.187 -6.396
H -3.672 -4.333 -0.287
C -3.049 -2.070 1.759
C 2.055 -1.114 -4.643
N -1.633 -1.813 1.873
Rb 0.101 -0.266 0.018
H -2.255 -4.316 -1.361
C -0.793 -2.453 5.450
O -1.076 1.778 2.218
H 3.799 -2.149 -0.656
H 2.640 -4.394 -2.739
N -0.610 1.918 -2.089
H 3.555 0.889 -3.717
F -1.413 -2.830 6.592
H 2.770 -2.717 0.673
H 3.301 -3.851 -0.585
H -4.621 -1.941 0.320
P 0.126 2.563 1.492
C 2.709 -3.437 -4.649
C 2.977 -2.815 -0.396
C -1.027 -1.979 3.035
H 3.174 2.578 2.565
N 1.793 -2.438 -1.157
H -2.037 6.157 1.420
C -1.554 -2.378 4.306
C 2.796 1.646 -3.563
H 3.048 -4.323 -5.173
C -3.534 -1.731 0.359
N -2.831 -2.425 -0.716
H 4.480 1.233 0.929
F -2.873 -2.698 4.420
H 1.876 -0.196 -5.191
H 3.499 0.148 1.945
H 0.455 -3.333 0.198
C 2.047 -2.349 -2.580
H -2.651 2.963 3.987
C -3.491 -2.186 -1.984
H -3.624 -1.116 -2.143
H -3.290 -3.121 1.969
H -2.141 4.393 1.310
C 2.105 3.948 -3.677

***

Entry 3:
ORCA calculation (ωB97M-V with the def2-TZVPD basis set) on C32H46N4O4PS4Sn as an isolated structure.

## Properties
relative energy (zero: lowest compared OMol25 entry of this formula, charge and spin): 0.0 kcal/mol
total energy: -3915.5793 Ha
charge: -2
⟨S²⟩: 0.77
multiplicity: 2
frontier orbital gap (alpha / beta): 0.0911 / 0.1994 hartree

CARTESIAN COORDINATES (ANGSTROEM)
N -4.221 -0.177 -2.218
H 0.787 -1.596 -3.416
C -3.363 -1.194 -1.929
H 0.279 4.901 -1.065
H -5.144 -0.215 -1.819
N 1.472 -0.003 -1.324
C 1.854 -1.661 -3.181
H 5.415 2.214 -3.934
H 3.280 3.853 3.944
H 1.368 -2.138 0.189
H 4.169 2.164 -5.173
H 3.596 -1.219 -0.217
C -0.406 0.620 4.547
H -2.213 1.719 4.879
H 3.448 0.479 -3.243
C 3.885 3.429 1.903
S -1.619 -1.733 1.671
C 3.869 -3.142 -3.089
N -1.459 2.145 -1.998
H -1.234 1.493 6.339
C 1.992 1.167 -1.776
H -0.055 3.164 -4.557
C 3.521 -1.434 -1.288
C -2.863 -3.491 3.409
C 1.518 2.382 -1.208
S -0.958 2.681 1.774
H -3.489 -6.450 5.457
C -1.252 2.846 -2.881
Sn -0.400 0.031 0.046
C 2.385 -3.071 -3.466
C -1.729 -4.952 5.037
H 3.214 2.143 3.499
H 0.478 -2.928 3.355
H 0.250 -0.096 5.042
H 3.663 4.419 1.501
H 1.945 -5.110 -2.862
C 4.481 2.679 -4.261
C -1.572 1.017 5.415
S 1.618 0.525 1.920
O -2.899 -6.715 6.171
H 2.364 -0.944 -3.826
H 3.667 2.692 1.129
H 4.263 -4.141 -3.314
C 1.600 -4.093 -2.640
H 1.531 4.813 0.143
C 2.898 3.747 -2.626
H 1.808 5.764 -1.332
H 4.442 -2.423 -3.685
C 3.260 -3.870 -0.778
H -0.759 0.158 3.622
C 4.044 -2.842 -1.596
H 0.207 -2.321 -1.140
C 2.035 -1.297 -1.691
H -2.155 0.130 5.666
P 0.662 2.095 2.705
C 2.994 1.336 -2.769
H -4.151 0.201 -3.146
H 4.138 -0.697 -1.803
C 1.939 3.628 -1.612
H 4.695 3.718 -4.516
C -0.470 -3.371 3.644
C 1.364 4.848 -0.935
H 0.794 2.351 -0.402
C -0.862 3.665 -4.025
C -1.697 -5.999 5.988
O 1.665 3.351 2.812
C 1.779 -3.781 -1.152
O -0.744 -6.373 6.681
C 1.271 -2.363 -0.880
H -0.503 4.632 -3.678
H -2.904 -2.449 -0.450
C -0.503 -4.318 4.629
H 3.379 -3.662 0.290
H 3.238 4.725 -2.954
H 4.950 3.383 2.147
C 3.423 2.592 -3.187
H 0.537 -4.038 -2.897
H -3.788 -3.131 2.968
O 0.393 1.807 4.257
H 5.107 -2.899 -1.337
C 3.050 3.158 3.133
H 3.642 -4.880 -0.965
H -1.706 3.812 -4.696
H 0.411 -4.625 5.122
S -1.985 -1.465 -2.833
H 1.200 -4.485 -0.551
C -2.922 -4.453 4.394
C -1.648 -2.933 2.975
N -3.687 -1.922 -0.838
H -4.112 -1.413 -0.071
H 2.271 -3.294 -4.533
H -3.909 -4.780 4.712

***

Entry 4:
ORCA calculation (ωB97M-V with the def2-TZVPD basis set) on a 9-piece molecular cluster, C32H46O27 overall.

## Properties
relative energy (zero: lowest compared OMol25 entry of this formula, charge and spin): 141.6 kcal/mol
total energy: -3278.3700 Ha
charge: 0
multiplicity: 1
frontier orbital gap: 0.3676 hartree

CARTESIAN COORDINATES (ANGSTROEM)
C 4.852 0.973 -3.751
O 6.227 3.501 -5.682
O 6.140 0.247 1.795
C -4.383 4.796 0.173
C -7.127 -0.568 -0.525
O 2.315 6.556 0.059
C -4.109 -7.368 -4.610
H -8.164 2.210 -0.964
O -5.282 0.005 5.618
H -7.164 0.197 4.896
O -0.389 -0.003 -1.257
H -7.208 -2.511 5.899
O 5.897 1.854 -4.096
C -1.065 -5.736 -4.380
C -1.252 0.625 -0.352
C 5.035 -4.329 0.273
O -4.572 3.974 -0.731
O 6.050 -5.304 -1.656
C -8.534 1.194 -0.827
O -3.195 5.453 0.520
C 2.821 0.827 -5.274
H 2.286 3.870 0.958
H -2.913 6.075 2.416
C -1.912 -6.933 -4.805
H 5.502 -5.057 0.936
C 5.764 -4.081 -1.047
O 2.509 6.257 -2.151
O -3.478 -8.362 -3.966
C -4.909 6.394 1.592
C -2.093 -8.041 -3.810
O -6.471 -1.518 -0.831
C -6.643 -0.401 5.643
H 0.016 -5.862 -4.307
O -5.191 -2.151 5.284
C 5.768 -1.193 4.935
H 4.777 -3.432 0.835
H -6.946 -0.257 6.680
C 3.122 4.528 0.719
H 2.035 1.366 -5.803
H -1.322 0.171 1.853
H 2.963 2.129 -3.629
H 7.458 -3.565 0.137
H 6.691 -1.232 5.512
H -1.805 -7.766 -2.796
H 5.190 -2.099 5.118
O 3.215 4.700 -0.705
C 5.501 2.795 -4.999
H -1.738 7.694 0.961
C 0.188 -1.048 -0.674
H -1.264 -4.918 -5.072
O -7.984 0.133 -1.442
H -5.011 6.441 2.676
H 2.214 0.091 -4.747
H -1.512 -8.930 -4.055
O -3.195 -1.023 5.412
C -6.604 -1.901 5.228
H 5.152 0.650 5.932
H 4.051 4.195 1.182
H 5.020 -0.003 -4.206
H 4.741 0.690 -2.705
O -7.397 -0.207 0.690
C -8.529 0.670 0.635
C 3.381 -0.153 4.923
H -1.555 -7.327 -5.756
C 5.969 0.028 3.005
O 7.903 -4.315 -1.866
H -8.439 1.537 1.290
H 4.031 -4.646 -0.011
O -3.233 -6.454 -4.974
C 3.623 1.710 -4.388
H -5.482 7.258 1.256
H -1.185 1.712 -0.394
H -1.522 -5.460 -3.429
C -3.390 6.422 1.499
H -6.997 -1.963 4.213
O 6.203 -1.113 3.621
H 3.163 -0.676 3.992
C 7.160 -3.602 -0.911
C 2.765 5.925 1.198
H 3.597 6.284 1.804
O -0.106 -1.033 0.651
C 2.682 5.863 -0.990
H 5.086 -3.504 -1.676
C -2.824 7.777 1.011
H -3.130 8.665 1.563
O 0.841 -1.845 -1.276
H 3.338 0.228 -6.024
H -9.581 1.323 -1.101
C -0.639 0.199 1.004
O -5.381 5.322 0.837
C -4.443 -1.027 5.382
H 2.020 5.813 1.986
O 7.631 -6.183 -3.097
C 4.919 0.113 5.013
H 3.096 -0.824 5.734
C 7.249 -5.328 -2.260
H -2.288 0.285 -0.362
H 0.172 0.901 1.192
H -3.322 7.889 0.048
O 4.217 2.708 -5.259
H 7.118 -2.561 -1.228
H -9.498 0.317 0.987
O -5.280 -7.312 -4.791
O 5.220 0.831 3.865
H 2.776 0.749 5.004

***

Result set for max |F|: 5.841; 1.349; 0.440; 6.260 eV Å⁻¹, one per record in the order listed.